[1]
195
Properties=species:S:1:pos:R:3:forces:R:3:mulliken_charge:R:1 method="wB97M-V/def2-TZVPD" e_homo_ev=-11.0 charge=+3
C 2.5015 -0.4639 -0.1991 2.09 0.08 0.17 0.01
O 2.1687 0.8133 0.4246 -0.90 -0.47 -0.31 0.93
O 3.8347 -0.5751 -0.1610 -1.29 0.24 -0.37 -1.01
C 1.7423 -1.6795 0.4361 0.48 0.81 -1.71 0.40
F 2.2845 -2.8216 -0.0487 0.22 -0.10 0.92 -0.29
F 1.6630 -1.6768 1.7570 -0.18 -0.45 0.06 -0.16
F 0.4814 -1.7277 -0.1047 -0.51 0.18 0.74 -0.33
C 0.8232 1.2416 0.2232 1.10 0.71 2.00 1.42
C 0.7316 2.6337 0.8753 -0.88 -0.59 -0.68 -1.18
H -0.3307 2.9004 0.8388 0.07 0.51 -0.31 0.09
H 0.8954 2.4958 1.9432 0.67 0.24 -0.08 0.21
H 1.3632 3.3817 0.4022 -0.02 0.14 0.25 0.33
H 0.1811 0.7129 0.9384 -0.38 -0.89 -0.86 -0.17
H 0.5601 1.1527 -0.8318 -0.35 0.10 0.09 -0.80
H 2.0554 -0.4510 -1.2089 -0.13 0.18 -0.37 -0.22
C -0.3101 -5.9480 5.0781 -1.54 0.15 -2.21 -0.39
O 0.7730 -5.5592 4.1427 0.47 0.47 0.32 0.00
O -1.2444 -6.5641 4.3480 0.42 -0.50 0.23 -0.93
C 0.3973 -6.6833 6.2368 0.29 -0.28 1.03 0.79
F 0.9687 -7.8653 5.9532 -0.39 0.29 -0.49 -0.26
F 1.4131 -5.8865 6.6791 -0.20 -0.16 0.15 -0.28
F -0.3933 -6.9006 7.3229 0.08 0.28 -0.88 -0.28
C 1.3894 -4.2982 4.3577 0.80 -0.09 0.03 -0.39
C 2.6257 -4.1727 3.4250 -1.71 0.73 0.45 -0.99
H 3.2617 -5.0309 3.6187 0.16 0.16 -0.25 0.30
H 2.2727 -4.0577 2.3990 0.26 -0.64 -0.20 -0.10
H 3.1156 -3.2162 3.6115 0.30 -0.19 0.30 0.49
H 1.7613 -4.1620 5.3742 -0.12 -0.30 0.11 0.46
H 0.6471 -3.4980 4.2373 0.01 0.19 -0.40 0.26
H -0.7973 -5.0354 5.4533 0.81 0.46 0.82 0.27
C -1.6771 2.9824 -5.4123 -0.90 -0.85 -3.07 -0.21
O -0.6324 2.1237 -4.9068 -0.40 0.69 2.03 -0.08
O -2.0577 2.4562 -6.5648 -0.45 0.54 1.33 -0.84
C -2.8499 3.0613 -4.3997 0.89 0.44 -0.40 0.69
F -3.3551 1.8261 -4.1549 -0.51 0.45 0.37 -0.31
F -2.4560 3.5989 -3.1903 -0.05 -0.44 0.47 -0.21
F -3.8244 3.8983 -4.7901 -0.05 -0.71 -0.09 -0.31
C 0.3247 2.6823 -4.0247 1.96 -1.49 -1.59 -0.21
C 1.2256 1.4507 -3.7507 -0.60 -0.02 2.06 -0.18
H 2.0825 1.7158 -3.1205 0.40 0.07 -0.53 -0.36
H 0.7088 0.7703 -3.0567 -0.39 0.12 -0.03 -0.30
H 1.4521 0.7708 -4.5671 0.31 0.75 -0.52 0.58
H 0.0694 3.2008 -3.0950 -0.76 -0.36 0.02 0.25
H 0.9354 3.3932 -4.5981 -0.09 0.25 0.01 0.41
H -1.3260 4.0284 -5.5167 0.50 0.27 0.44 0.16
C -2.5676 1.2809 -0.5112 -0.19 1.13 -0.53 -0.46
O -2.6640 0.0257 -1.1198 0.11 -0.28 0.27 0.15
C -3.9498 -0.2652 -1.6064 -0.20 -0.63 0.58 -0.77
C -3.8302 -1.6243 -2.3037 0.67 0.08 -1.79 -1.04
N -3.4136 -1.4524 -3.7694 0.86 0.59 0.23 0.05
H -3.4047 -2.2707 -4.3898 -0.01 -0.61 0.58 0.47
H -4.0272 -0.8350 -4.3059 -0.10 0.43 0.40 0.46
C -2.0031 -0.8921 -3.9430 -0.47 1.28 -0.67 -0.19
C -1.7828 -0.8861 -5.4664 -0.15 0.34 1.34 -1.09
O -1.9983 -2.1946 -5.9485 0.30 0.09 0.53 -0.43
C -1.9534 -2.2832 -7.3546 -0.30 -0.60 -0.90 -0.83
H -3.0517 2.0583 -1.1180 0.18 -0.09 -0.33 0.33
H -1.5083 1.5169 -0.4706 -0.16 0.03 0.32 -0.29
H -3.0768 1.4064 0.4532 0.24 -0.68 0.29 0.27
H -4.3097 0.5955 -2.1796 -0.10 -0.37 -0.55 0.56
H -4.6513 -0.3862 -0.7723 -0.04 -0.03 0.05 0.59
H -4.6751 -2.3071 -2.3140 -0.30 0.38 0.32 0.39
H -2.9627 -2.1481 -1.9110 -0.25 -0.03 0.53 0.40
H -1.2532 -1.2889 -3.2580 -0.29 -1.26 -0.40 0.38
H -1.9730 0.1385 -3.5869 -0.52 0.12 -0.41 -0.10
H -0.7953 -0.4389 -5.5915 0.09 -0.27 -0.68 0.57
H -2.5286 -0.2161 -5.9066 0.26 0.39 -0.10 0.49
H -1.9362 -3.3477 -7.5892 0.37 0.05 -0.01 0.28
H -1.0978 -1.7610 -7.7848 0.13 -0.12 0.16 0.34
H -2.8476 -1.9190 -7.8716 -0.11 0.41 0.43 0.33
C 3.3839 6.1237 -3.0828 -0.11 -1.20 0.15 -0.79
O 3.4712 5.1282 -2.0583 -0.98 0.29 -0.07 -0.27
C 4.1684 3.9748 -2.4046 0.82 0.36 0.31 -0.59
C 4.2173 3.1916 -1.1170 -0.49 -1.57 0.10 -0.07
N 4.7963 1.7906 -1.3267 -0.08 0.73 0.38 0.29
H 4.1494 1.0859 -0.9304 -0.08 -0.85 0.84 -0.36
H 4.7725 1.5355 -2.3125 0.41 0.28 -0.13 0.47
C 6.1589 1.5209 -0.7075 -1.47 0.87 -0.33 -0.63
C 6.0699 1.5212 0.8214 2.27 -0.01 0.91 -0.52
O 5.5019 2.6801 1.4407 -0.99 -1.10 -0.88 -0.40
C 4.4567 2.3706 2.3161 -1.82 0.82 1.80 -0.58
H 4.4081 6.4554 -3.2514 -0.27 0.71 -0.29 0.34
H 2.6433 6.8449 -2.7477 0.56 0.43 0.21 0.18
H 2.9444 5.6996 -3.9914 0.30 -0.13 -0.15 0.34
H 5.1972 4.2407 -2.6907 0.06 -0.06 -0.14 0.42
H 3.7453 3.4139 -3.2475 -0.34 0.03 0.07 0.30
H 3.2356 2.9382 -0.7172 -0.27 0.49 -0.28 -0.51
H 4.7195 3.7058 -0.3032 0.39 -0.09 -0.32 0.73
H 6.7622 2.3362 -1.1029 0.44 -0.24 0.15 0.40
H 6.4002 0.5511 -1.1350 0.59 -0.03 0.46 0.40
H 7.0762 1.5933 1.2510 0.52 -0.28 -0.89 0.53
H 5.7944 0.5398 1.2073 -1.20 0.29 -0.11 0.34
H 3.8860 1.4452 2.2159 0.80 -0.40 -0.61 0.11
H 3.6340 3.1014 2.2988 0.31 0.41 -0.77 0.22
H 4.7354 2.4817 3.3706 0.66 -0.40 -0.09 0.39
C -3.2818 6.4948 6.5690 0.48 0.09 1.07 -0.78
O -2.9312 5.1174 6.5781 -0.19 -0.94 -0.47 -0.23
C -3.4392 4.2844 7.6311 -0.83 1.21 -1.32 -0.49
C -3.2348 2.8601 7.2064 0.66 -1.08 -0.16 -0.67
N -3.9603 2.3055 5.9684 0.49 1.86 -0.13 -0.16
H -3.6563 1.3358 5.8860 0.02 -0.10 -0.08 0.40
H -4.9585 2.3425 6.1641 -0.13 -0.10 -0.29 0.39
C -3.6014 3.0037 4.6498 0.10 -0.85 -0.02 -0.97
C -2.1161 2.8531 4.4189 1.82 -0.12 0.63 -0.21
O -1.6965 1.5491 4.8077 -0.57 -0.63 -0.23 -0.43
C -0.3198 1.2420 4.4808 -0.98 0.27 0.20 -0.49
H -4.3153 6.7497 6.3226 -0.15 -0.52 -0.10 0.32
H -2.6140 6.9694 5.8544 -0.02 0.02 0.05 0.25
H -3.0758 6.8723 7.5739 -0.01 0.43 -0.12 0.32
H -4.4992 4.5179 7.7628 -0.09 -0.03 0.35 0.39
H -2.8865 4.4841 8.5489 -0.09 -0.24 0.21 0.39
H -3.5329 2.1170 7.9451 0.23 0.39 0.48 0.48
H -2.1736 2.7459 6.9903 -0.07 -0.30 0.03 0.25
H -3.9393 4.0345 4.6372 0.13 -0.02 0.36 0.32
H -4.0930 2.4718 3.8349 -0.33 -0.20 0.29 0.50
H -1.4570 3.4791 5.0275 -0.62 0.85 -0.09 0.42
H -1.8644 3.0691 3.3759 -0.23 -0.09 -0.13 0.34
H -0.2639 1.2075 3.3939 0.46 -0.06 -0.02 -0.02
H -0.0915 0.2806 4.9311 -0.11 -0.08 -0.15 0.33
H 0.3488 1.9818 4.9234 0.05 0.16 -0.20 0.37
C -1.4195 13.4337 -1.7980 -0.71 0.47 -0.21 -0.74
O -1.7447 12.0574 -1.8722 -0.08 -0.90 0.44 -0.29
C -2.5970 11.6633 -2.9111 0.13 0.72 -0.15 -0.75
C -2.6505 10.1537 -2.9841 -1.02 0.14 -0.65 -0.56
N -3.2709 9.5114 -1.7562 1.48 0.35 0.56 -0.13
H -2.5563 9.5609 -1.0198 0.25 -0.25 0.02 0.44
H -3.9475 10.1666 -1.3612 -0.77 -0.44 -0.44 0.41
C -3.6333 8.0253 -1.8775 0.17 0.63 0.29 -0.73
C -2.3214 7.2379 -1.6931 0.02 0.38 -1.05 0.00
O -1.6987 7.6554 -0.4997 -0.79 -0.90 -0.19 -0.43
C -0.6719 6.7848 -0.0833 2.02 0.43 0.99 -0.68
H -2.3071 14.0225 -1.5456 -0.08 0.00 -0.13 0.32
H -1.0428 13.7742 -2.7646 0.23 0.10 0.12 0.32
H -0.7146 13.5998 -0.9885 0.22 -0.30 -0.20 0.24
H -2.2739 12.0695 -3.8770 0.46 -0.38 -0.15 0.46
H -3.6052 12.0987 -2.8755 -0.21 -0.10 0.70 0.42
H -1.6775 9.7267 -3.2089 -0.04 -0.17 0.31 0.31
H -3.3596 9.9179 -3.7781 0.25 -0.14 -0.23 0.38
H -4.1396 7.8833 -2.8298 0.39 -0.10 -0.19 0.34
H -4.3877 7.8167 -1.1214 0.27 -0.02 0.29 0.38
H -1.6419 7.4567 -2.5254 -0.08 0.16 -0.18 0.30
H -2.4549 6.1574 -1.7832 -0.45 -0.02 0.42 0.20
H -0.4310 7.1040 0.9307 -0.14 -0.21 0.09 0.36
H 0.2815 6.9116 -0.6112 -0.25 0.47 -0.49 0.29
H -0.7621 5.6948 -0.0919 -1.27 0.08 -0.15 0.18
C -0.0273 -8.3438 2.1842 -0.19 -1.06 0.83 0.06
O -1.3063 -8.3100 1.5261 0.38 0.62 -0.04 -0.35
C -1.3429 -7.4675 0.3801 0.12 -1.44 0.81 -0.78
C -1.1402 -5.9857 0.6693 -0.50 -0.32 -0.85 -0.64
N -1.9976 -5.5656 1.8186 0.27 0.03 -0.82 0.17
H -2.9714 -5.8375 1.6889 -0.01 0.03 -0.41 0.51
H -1.6932 -6.1667 2.6014 0.48 -0.06 1.92 0.32
C -1.8987 -4.1188 2.1801 0.87 -0.10 -0.08 0.11
C -2.0366 -3.1668 0.9934 -0.79 0.23 0.65 -0.28
O -3.3582 -3.1706 0.4911 -0.24 0.19 -0.70 -0.35
C -4.4076 -2.5145 1.1829 -0.03 -1.05 0.37 -0.84
H 0.1298 -7.4955 2.8537 0.22 0.36 -0.59 -0.11
H 0.7925 -8.6681 1.5362 0.00 0.72 -0.57 0.08
H -0.0244 -9.1679 2.9017 -0.66 -0.07 -0.03 0.30
H -2.3099 -7.6783 -0.0789 -0.14 0.29 0.05 0.35
H -0.5970 -7.8741 -0.3105 0.23 0.59 -0.31 0.30
H -1.4496 -5.4534 -0.2293 -0.02 0.13 0.05 0.48
H -0.0908 -5.7524 0.8396 -0.10 0.14 0.59 0.47
H -0.9224 -3.9881 2.6504 0.06 -0.12 -0.03 -0.68
H -2.6332 -3.9241 2.9590 -0.11 -0.01 -0.10 0.57
H -1.4300 -3.3810 0.1171 0.30 -0.26 0.31 0.04
H -1.7320 -2.1695 1.3260 -0.08 0.06 0.07 0.44
H -4.6795 -3.0714 2.0851 0.09 0.10 0.19 0.37
H -5.2695 -2.6253 0.5273 -0.03 0.42 -0.02 0.28
H -4.2170 -1.4785 1.4703 0.24 0.10 -0.30 0.26
C 5.5658 -11.5172 -3.7659 1.32 -0.30 1.00 -0.80
O 5.1938 -10.3216 -3.0778 -0.98 0.66 -0.90 -0.32
C 3.8915 -10.4033 -2.5059 1.52 -1.91 -0.06 -0.77
C 3.6416 -9.2289 -1.6275 0.51 -0.10 -0.58 -0.21
N 3.6681 -7.9649 -2.4618 -1.64 0.86 0.36 -0.13
H 4.5944 -7.6964 -2.7917 0.35 -0.46 0.42 0.41
H 3.1323 -8.0761 -3.3238 0.20 -0.72 -0.10 0.42
C 2.9590 -6.6968 -1.9301 -0.02 -0.33 -0.76 -1.00
C 3.3629 -6.2218 -0.5344 0.60 -0.63 -0.59 0.18
O 3.4460 -7.3610 0.3178 -0.64 0.67 -0.43 -0.26
C 3.2235 -7.0026 1.6893 1.07 0.40 -0.22 -0.75
H 4.9250 -11.8875 -4.5643 -0.34 0.45 0.03 0.31
H 5.7196 -12.2967 -3.0125 -0.45 -0.23 -0.04 0.34
H 6.5814 -11.3590 -4.1247 -0.20 0.26 -0.39 0.28
H 3.9493 -11.3192 -1.9039 -0.51 0.20 0.55 0.46
H 3.1016 -10.6534 -3.2236 -0.02 0.61 -0.34 0.43
H 4.4374 -9.0860 -0.9050 -0.19 -0.24 0.18 0.38
H 2.6798 -9.4030 -1.1526 -0.04 0.71 0.11 0.10
H 1.8849 -6.8449 -2.0477 0.02 -0.57 0.42 0.32
H 3.1860 -6.0541 -2.7841 0.15 0.88 0.69 0.43
H 2.6578 -5.4672 -0.1832 -0.26 -0.09 0.01 -0.04
H 4.3169 -5.6990 -0.6404 0.27 -0.09 0.39 0.35
H 2.2532 -6.5246 1.8201 -0.04 -0.19 0.18 0.11
H 4.0253 -6.3066 1.9517 -0.22 0.17 0.23 0.41
H 3.3749 -7.8797 2.3131 -0.39 -0.13 -0.16 0.37

=====

[2]
20
Properties=species:S:1:pos:R:3:forces:R:3:mulliken_charge:R:1 method="wB97M-V/def2-TZVPD" e_homo_ev=-2.6 charge=-1
C -1.0138 0.3087 0.8697 0.79 -2.79 -2.75 -1.28
C 0.0603 0.7296 0.1256 -0.36 1.91 1.65 -0.18
C -1.4154 -1.0868 0.2918 1.62 1.45 -0.07 0.20
C -0.1930 -1.2208 -0.7127 -0.81 -1.44 2.11 0.70
C 3.6608 0.6882 -0.2130 0.56 -0.27 0.74 0.72
N 0.6181 -0.1175 -0.6874 1.90 0.38 -1.97 -0.67
O -1.5025 3.8043 0.2620 -0.03 0.67 1.03 -0.70
O -1.3800 -2.1811 1.1734 -1.66 0.46 1.61 -0.63
O -0.7970 -1.5248 -1.9124 1.25 -1.03 -1.28 -0.53
O 0.6281 -2.3799 -0.2596 -2.45 -1.36 -3.00 -0.68
O 3.3124 1.1288 0.7927 -0.76 0.54 0.50 -0.37
O 4.2116 0.2287 -1.1135 0.02 -0.33 -1.27 -0.38
H -1.5265 0.8977 1.4893 -2.15 2.03 2.48 0.60
H 0.4951 1.7595 0.2167 -0.31 -0.91 0.05 0.35
H -2.3446 -1.1135 -0.3152 0.32 0.15 0.46 0.15
H -0.8511 -2.8752 0.8040 0.68 -0.30 -0.60 0.38
H -0.0270 -1.7558 -2.4658 -0.51 0.21 -0.27 0.37
H 1.2489 -2.0493 0.3264 1.82 1.40 1.63 0.30
H -1.7260 2.8870 0.0869 0.10 -0.52 0.03 0.34
H -1.4583 3.8724 1.2412 -0.03 -0.24 -1.07 0.32

=====

The lowest charge belongs to which entry?
C5H8NO6

=====

Which value of charge does entry 2 give?
-1

=====

The lowest charge belongs to which entry?
C5H8NO6

=====

What did the second record say?
20
Properties=species:S:1:pos:R:3:forces:R:3:mulliken_charge:R:1 method="wB97M-V/def2-TZVPD" e_homo_ev=-2.6 charge=-1
C -1.0138 0.3087 0.8697 0.79 -2.79 -2.75 -1.28
C 0.0603 0.7296 0.1256 -0.36 1.91 1.65 -0.18
C -1.4154 -1.0868 0.2918 1.62 1.45 -0.07 0.20
C -0.1930 -1.2208 -0.7127 -0.81 -1.44 2.11 0.70
C 3.6608 0.6882 -0.2130 0.56 -0.27 0.74 0.72
N 0.6181 -0.1175 -0.6874 1.90 0.38 -1.97 -0.67
O -1.5025 3.8043 0.2620 -0.03 0.67 1.03 -0.70
O -1.3800 -2.1811 1.1734 -1.66 0.46 1.61 -0.63
O -0.7970 -1.5248 -1.9124 1.25 -1.03 -1.28 -0.53
O 0.6281 -2.3799 -0.2596 -2.45 -1.36 -3.00 -0.68
O 3.3124 1.1288 0.7927 -0.76 0.54 0.50 -0.37
O 4.2116 0.2287 -1.1135 0.02 -0.33 -1.27 -0.38
H -1.5265 0.8977 1.4893 -2.15 2.03 2.48 0.60
H 0.4951 1.7595 0.2167 -0.31 -0.91 0.05 0.35
H -2.3446 -1.1135 -0.3152 0.32 0.15 0.46 0.15
H -0.8511 -2.8752 0.8040 0.68 -0.30 -0.60 0.38
H -0.0270 -1.7558 -2.4658 -0.51 0.21 -0.27 0.37
H 1.2489 -2.0493 0.3264 1.82 1.40 1.63 0.30
H -1.7260 2.8870 0.0869 0.10 -0.52 0.03 0.34
H -1.4583 3.8724 1.2412 -0.03 -0.24 -1.07 0.32